Molecular formula: C5H7NO2S
Method: DFT, ωB97M-V/def2-TZVPD

Computed properties:
Calculated total energy   -21713.8662 eV
Multiplicity   1
Relative energy (zero: lowest compared OMol25 entry of this formula, charge and spin)   4.682 eV

Element x y z (Å)
C  0.2929  0.5285  -2.1198
C  0.5883  0.0806  0.1732
C  -0.7450  -0.0151  0.0825
C  1.4927  -0.2965  1.2008
C  -1.7872  -0.1901  1.0977
N  1.1905  0.4409  -1.0515
O  2.4020  0.5688  -1.2037
O  -2.1726  -0.6855  -2.0380
S  -1.4522  0.4785  -1.5314
H  0.7338  0.6419  -3.1542
H  2.0961  0.6408  1.4526
H  2.3979  -1.0059  1.0840
H  0.9132  -0.5839  2.1393
H  -1.9283  0.7847  1.5224
H  -1.4210  -0.8508  1.7382
H  -2.6011  -0.5369  0.6080